13 unconnected molecules or ions with the total composition C52H65N13 in a non-equilibrium geometry. Source: OMol25; level of theory: wB97M-V/def2-TZVPD.

Last column: Mulliken charge in e.
Atoms and positions in Å:
N -1.3309 -0.2796 3.1463  0.7644
N 5.5470 0.4736 -0.0126  0.2173
N 4.1402 3.1805 -2.2116  0.2541
N 2.3543 0.6983 -2.8562  1.1183
N 1.4658 -0.6822 -0.2887  1.7936
N -2.1087 5.6625 -1.4042  0.0629
N 3.0103 -2.3444 2.7930  0.4422
N -2.5694 -4.6048 0.3891  0.1282
N 0.6169 -4.3571 -1.5423  0.2085
N 2.1888 1.6715 3.9081  0.1472
N -4.3620 1.3420 -3.1362  0.1939
N -4.7015 1.4576 -0.1757  0.6066
N -5.4391 -2.8400 -0.0763  0.1088
C 0.2064 -0.5131 -0.9008  -1.4838
C -4.7514 -2.4663 1.0443  -1.2340
C 3.1987 0.0212 -3.6471  -0.4032
C -3.0435 1.1882 -3.2292  -0.2135
C -1.8664 -1.3862 3.7719  -0.2954
C 1.3993 -3.6332 -2.4051  -0.8014
C 2.5867 -4.3487 -0.6027  -0.4941
C -5.9741 1.3729 -0.6190  -0.3443
C 0.7505 3.3467 3.8326  -0.3738
C -4.1279 -0.4747 -4.2852  -0.9404
C 5.4096 2.9442 -2.5891  -0.3336
C 2.2589 1.7208 -4.7770  -0.4640
C -3.6764 -1.7655 0.5924  -0.6801
C -3.4386 0.2329 3.5826  -0.8493
C -1.1891 5.7782 0.6129  -1.0081
C 2.6933 -3.6974 -1.8649  -0.4339
C -5.2891 3.5773 -0.7167  -0.6138
C 5.4593 -0.8601 -0.3284  -0.4998
C -5.0696 0.3833 -3.7286  -0.6322
C -6.3518 2.6516 -0.9736  -0.9265
C 0.7374 1.3506 0.3455  1.0208
C 3.2004 -2.3833 4.1097  -0.2358
C 1.8400 3.7148 3.0156  -0.4285
C 3.1563 0.6247 -4.8497  -0.8033
C 5.7223 -1.5412 0.8154  -0.7495
C 5.8430 0.6402 1.3026  -0.3284
C 1.7882 -2.9114 2.4641  -0.6831
C -1.5762 -6.4494 1.3052  -1.0626
C 6.2635 3.3249 -1.5939  -0.9068
C -1.2354 4.5965 -1.3614  -1.0566
C -0.3229 0.7200 -0.4996  0.0364
C 2.1502 -3.1062 4.6407  -1.4686
C 1.2196 -3.3645 3.6417  -0.3597
C -2.8686 -0.0104 -3.9543  -0.4311
C -3.1794 -1.1149 3.9717  -0.6575
C 1.6984 1.6862 -3.5182  -1.2618
C 1.3149 -4.7944 -0.4567  -0.6727
C -4.2447 2.7807 -0.2051  -0.8014
C 1.7663 0.4724 0.4089  -0.5697
C -4.8481 -2.4787 -1.2178  -1.3537
C 6.0078 -0.6220 1.8824  -0.7419
C -2.3959 -5.5535 -0.5697  -0.8804
C 4.1024 3.8788 -1.0562  -0.9002
C -2.0719 6.3922 -0.2636  -0.6377
C -2.3081 0.6798 2.9658  -0.5048
C -0.7390 4.6143 -0.0798  0.3857
C 2.7068 2.6622 3.0966  -0.5276
C -1.7015 -6.6128 -0.0745  -0.4878
C -3.7443 -1.7659 -0.8551  1.3267
C 5.4188 3.9834 -0.5968  -0.2289
C 0.9323 2.0711 4.3039  -0.7797
C -2.2009 -5.1768 1.5848  -0.4459
H -0.4106 -4.4332 -1.6257  0.2182
H 3.6989 -0.8976 -3.3074  0.1943
H -1.3229 -7.1514 2.0528  0.4982
H -4.3410 0.8570 3.6250  0.3733
H -4.7033 2.1084 -2.6162  0.3239
H 5.5807 2.4436 -3.5432  0.3789
H 1.0185 2.4332 -3.0412  0.6926
H 3.7608 2.6180 2.7321  0.2361
H 1.3937 -2.8305 1.4524  0.5005
H -5.1277 -2.5343 2.0328  0.5483
H 0.8387 -5.0689 0.4955  0.4485
H -1.2435 1.2790 -0.6689  0.1056
H 2.0380 -3.4436 5.6489  0.4352
H 2.6696 0.8311 4.0294  0.2716
H 3.4588 -4.5884 -0.0012  0.4790
H -5.2761 4.6166 -0.8442  0.5649
H -7.4060 2.8689 -1.1932  0.3760
H -5.2803 -2.6769 -2.2573  0.3813
H 4.9662 -1.2759 -1.2117  0.3661
H 5.7570 4.5058 0.3011  0.4817
H 3.1706 3.9022 -0.5215  0.6386
H -1.3579 -7.4744 -0.6476  0.3833
H 6.4421 -0.8308 2.8447  0.5183
H -3.0590 -1.3266 -1.5392  0.2402
H 0.7943 2.3277 0.8367  -0.7126
H -0.1715 -1.2558 -1.6205  0.3662
H -1.2089 3.8271 -2.1076  0.3983
H 0.2912 1.5511 4.9941  0.4654
H 5.9241 1.6220 1.8098  0.4623
H 2.7607 0.5863 0.8488  0.0284
H -0.0850 3.9523 0.4237  0.6666
H -2.3519 -4.6629 2.4795  0.5451
H 0.2529 -3.8070 3.7565  0.7697
H -0.4599 -0.2537 2.5943  -0.1119
H -6.1313 0.4402 -3.8803  0.4527
H -6.5444 0.4460 -0.6248  0.4346
H 4.1323 -2.0179 4.5728  0.4781
H -2.6494 -5.4146 -1.6179  0.5633
H -6.1778 -3.5558 0.0440  0.2662
H -3.2860 3.0143 0.1507  0.5766
H -3.0668 -3.7296 0.3529  0.9920
H 2.1633 0.3934 -1.9011  -0.0813
H 5.7310 -2.5951 0.8475  0.5361
H -2.9642 -1.2076 1.1907  0.2130
H 2.0380 2.4519 -5.5199  0.5008
H -2.7137 5.9027 -2.1894  0.2449
H 3.5188 -3.1893 -2.3853  0.6054
H -1.3265 -2.2754 4.0271  0.3022
H -1.1097 6.0166 1.6583  0.4034
H 1.1299 -3.1734 -3.3255  0.5345
H 3.5803 -1.8464 2.1047  0.0176
H 7.3115 3.1738 -1.5160  0.4236
H 5.3655 1.2756 -0.5662  0.3329
H 3.3054 2.9512 -2.7574  0.2326
H -3.7532 -1.8990 4.3794  0.6052
H -2.1556 1.6988 2.5172  0.3130
H -4.2093 0.6525 0.1407  -0.0241
H -0.1466 3.9745 3.9780  0.4234
H -1.8815 -0.2992 -4.3632  0.5445
H 1.9707 -1.5032 -0.4719  -0.5077
H 1.9373 4.6401 2.4703  0.5510
H -4.1287 -1.3752 -4.8455  0.4896
H -2.4506 1.9974 -2.9364  0.3465
H -2.6545 7.2479 -0.0614  0.4569
H 3.7267 0.2287 -5.6879  0.4157

## Properties
Calculated total energy = -2732.13366 Eh
Total charge = 0
ΔE to the lowest compared entry with this formula, charge and spin = 31.16 kcal/mol
E_HOMO = -8.07 eV
E_LUMO = 0.52 eV